Run w
# C4H10NP

A 2-piece molecular cluster, C4H10NP overall (ωB97M-V with the def2-TZVPD basis set, the OMol25 dataset).

CARTESIAN COORDINATES (ANGSTROEM)
C 0.1017 -0.0511 1.3016
C 1.1662 0.3706 0.3397
C 2.4728 0.9530 0.9767
C -2.4566 -0.8153 -1.2804
N -1.1767 -0.4317 -1.6297
P -0.3378 1.2863 0.0800
H -0.2696 -1.1104 1.1619
H 0.3487 0.0604 2.3466
H 1.4572 -0.3361 -0.4659
H 2.2327 1.7616 1.6240
H 3.3033 1.2509 0.2645
H 2.7920 0.0842 1.4367
H -3.3135 -0.0676 -1.3290
H -2.6790 -1.7240 -1.9620
H -2.4577 -1.2011 -0.2358
H -1.1837 -0.0296 -2.6289

Properties
Total charge: 0
HOMO (spin up / spin down), eV: -8.591 / -7.743
Kohn-Sham gap (spin up / spin down), eV: 8.25 / 7.53

***

Run x
# C4H10NP

One molecule with the formula C4H10NP (ωB97M-V with the def2-TZVPD basis set, the OMol25 dataset).

CARTESIAN COORDINATES (ANGSTROEM)
C -0.5953 -2.0276 -0.2150
N -1.1705 -0.7203 -0.4539
C -0.6628 0.3833 -0.0840
C -1.3875 1.7259 -0.3751
C 0.6484 0.3735 0.6444
P 1.9522 -0.5689 -0.3357
H -1.4830 -2.8537 -0.1411
H -0.0741 -1.9995 0.6730
H 0.0356 -2.2321 -1.0121
H -0.9086 2.1868 -1.2570
H -1.1830 2.3557 0.5603
H -2.5589 1.6420 -0.4669
H 0.9577 1.5343 0.8142
H 0.6087 0.0218 1.6911
H 2.9026 0.4735 -0.5030
H 1.5264 -0.3827 -1.6398

Properties
Total charge: 0
HOMO, eV: -8.950
Kohn-Sham gap, eV: 9.92
SMILES: C/N=C(/C)CP

***

Q: Which of them is the least stable? A: run w.

***

Run w
# C3H11NO

C3H11NO as an isolated structure (ωB97M-V with the def2-TZVPD basis set, the OMol25 dataset).

CARTESIAN COORDINATES (ANGSTROEM)
C 0.2768 2.0724 -1.0939
N -1.0485 1.6262 -0.5691
H 0.2969 3.1637 -1.2169
H 1.0338 1.7627 -0.3914
H 0.4403 1.5578 -2.0546
H -1.8277 1.7731 -1.1933
H -1.2920 2.0004 0.3783
H -0.9054 0.3554 -0.4123
C 0.0887 -1.1038 0.8903
O -0.6248 -0.7707 -0.2917
C 0.7124 -2.4936 0.8062
H -0.6079 -1.0642 1.7282
H 0.8775 -0.3830 1.0926
H 1.2178 -2.7249 1.7425
H 1.4220 -2.5265 -0.0282
H -0.0600 -3.2450 0.6132

Properties
Total charge: 0
HOMO, eV: -8.312
Kohn-Sham gap, eV: 9.02

***

Run x
# C3H11NO

A 2-piece molecular cluster, C3H11NO overall (ωB97M-V with the def2-TZVPD basis set, the OMol25 dataset).

CARTESIAN COORDINATES (ANGSTROEM)
C 0.4445 -1.9032 -1.7109
O -0.3307 -1.2454 -0.7899
H 0.0036 -2.8930 -1.9546
H 0.4045 -1.2577 -2.6507
H 1.5125 -2.1147 -1.5117
C 0.1940 0.1745 1.7197
N 0.2787 1.4254 0.9623
C -0.7373 1.5980 -0.1357
H 1.0651 0.0460 2.3711
H -0.7044 0.0185 2.3193
H 0.2883 -0.6842 1.0141
H 1.2188 1.4768 0.5747
H 0.2466 2.2227 1.5944
H -0.4638 0.8475 -0.8773
H -0.7476 2.6676 -0.3602
H -1.7458 1.3953 0.2167

Properties
Total charge: 0
HOMO, eV: -6.069
Kohn-Sham gap, eV: 5.87

***

Q: Which of them is the least stable? A: run x.